1.
C33H35N2O2Sb2SeTi | ωB97M-V/def2-TZVPD

Total charge = +3
Highest occupied orbital energy = -15.7603 eV

Each line ends with the Löwdin charge.
Cartesian coordinates (Å):
Ti 0.35 1.46 -0.09  1.03
C 0.89 0.12 -2.36  -0.42
C 1.79 -1.07 -2.02  -0.33
C 3.23 -0.64 -1.73  -0.35
Sb 3.50 0.43 0.14  1.55
C 2.54 2.37 -0.47  -0.46
C 2.86 2.89 -1.74  -0.10
C 2.59 4.21 -2.06  -0.01
C 1.93 5.04 -1.16  -0.02
C 1.56 4.55 0.08  -0.01
C 1.89 3.24 0.44  -0.21
C 5.45 1.17 -0.25  -0.42
C 6.37 0.31 -0.85  -0.13
C 7.67 0.75 -1.07  -0.05
C 8.04 2.03 -0.68  -0.04
C 7.12 2.88 -0.08  -0.05
C 5.82 2.45 0.15  -0.13
Sb -1.29 -0.18 -2.34  1.54
C -1.62 1.83 -3.00  -0.41
C -2.87 2.16 -3.50  -0.12
C -3.18 3.47 -3.83  -0.05
C -2.24 4.48 -3.63  -0.04
C -0.99 4.17 -3.13  -0.06
C -0.68 2.84 -2.82  -0.16
C -1.39 -1.17 -4.21  -0.41
C -0.78 -0.63 -5.34  -0.12
C -0.91 -1.27 -6.56  -0.05
C -1.65 -2.45 -6.64  -0.04
C -2.26 -2.98 -5.52  -0.05
C -2.13 -2.34 -4.29  -0.13
H 1.12 0.52 -3.35  0.09
H 1.27 0.98 -1.77  -0.04
H 1.78 -1.75 -2.88  0.13
H 1.39 -1.65 -1.19  0.09
H 3.65 -0.04 -2.54  0.07
H 3.87 -1.51 -1.62  0.07
H 3.37 2.26 -2.46  0.12
H 2.90 4.60 -3.03  0.14
H 1.71 6.07 -1.42  0.13
H 1.06 5.20 0.80  0.14
H 1.77 2.95 1.48  0.11
H 6.09 -0.69 -1.15  0.10
H 8.38 0.09 -1.53  0.12
H 9.05 2.37 -0.85  0.12
H 7.42 3.87 0.23  0.12
H 5.12 3.12 0.63  0.10
H -3.62 1.39 -3.67  0.11
H -4.15 3.71 -4.24  0.12
H -2.48 5.50 -3.88  0.12
H -0.25 4.95 -3.00  0.10
H 0.36 2.62 -2.55  0.05
H -0.23 0.31 -5.29  0.10
H -0.45 -0.86 -7.44  0.12
H -1.76 -2.94 -7.60  0.12
H -2.84 -3.89 -5.59  0.12
H -2.61 -2.76 -3.41  0.09
O 0.15 -0.41 0.60  -0.11
C 0.34 -0.08 1.81  -0.57
O 0.63 1.12 2.03  -0.05
C 0.24 -1.11 2.91  -0.12
N 0.61 -0.47 4.23  0.12
C 1.95 -1.05 4.65  -0.07
C 1.87 -2.47 4.11  -0.12
C 1.23 -2.28 2.73  -0.08
H -0.79 -1.45 2.96  0.19
H -0.10 -0.69 4.94  0.20
H 0.64 0.55 4.14  0.18
H 2.06 -0.96 5.73  0.15
H 2.72 -0.46 4.15  0.14
H 1.24 -3.09 4.75  0.14
H 2.85 -2.93 4.06  0.14
H 0.72 -3.17 2.37  0.14
H 2.00 -2.01 1.99  0.10
Se -4.02 2.93 0.41  1.09
C -2.42 2.51 0.31  -0.79
N -1.23 2.20 0.21  -0.08

=====

2.
C7H13BrSi | ωB97M-V/def2-TZVPD

Highest occupied orbital energy (alpha / beta) = -8.6532 / -8.3699 eV

Each line ends with the natural charge from an NBO analysis.
Cartesian coordinates (Å):
C 1.79 -3.38 -0.78  -0.16
C 1.63 -2.60 0.12  -0.15
C 0.03 1.41 1.52  -1.10
C 0.78 0.68 -1.43  -1.11
C -1.97 2.00 -0.89  -1.08
C -1.36 -0.96 0.17  -0.75
C 1.31 -1.60 1.00  -0.24
Si -0.68 0.73 -0.14  1.52
Br 0.99 -2.14 2.86  0.06
H 2.38 -4.10 -1.39  0.25
H -0.66 1.89 2.11  0.23
H 0.46 0.63 2.18  0.24
H 0.77 2.24 1.39  0.24
H 0.58 1.56 -2.12  0.24
H 1.73 0.72 -0.84  0.23
H 0.94 -0.29 -2.03  0.25
H -2.05 2.83 -0.12  0.24
H -1.55 2.27 -1.94  0.24
H -2.91 1.48 -1.06  0.24
H -1.95 -0.98 1.10  0.19
H -1.68 -1.82 -0.44  0.21
H 1.41 -0.57 0.72  0.22

=====

3.
C23H29BN6O2Pt | ωB97M-V/def2-TZVPD

Highest occupied orbital energy = -7.8443 eV

Each line ends with the natural charge from an NBO analysis.
Cartesian coordinates (Å):
Pt 0.02 0.02 -0.51  0.94
C -1.62 -1.70 3.32  -0.63
C -0.58 -0.64 3.42  0.14
C 0.01 -0.09 4.58  -0.36
C 0.91 0.84 4.12  0.18
C 1.82 1.74 4.90  -0.64
N 0.85 0.83 2.77  -0.35
N -0.06 -0.07 2.34  -0.33
B 1.64 1.66 1.76  0.54
N 2.51 0.76 0.83  -0.31
N 1.98 0.03 -0.18  -0.28
C 2.96 -0.59 -0.83  0.21
C 2.76 -1.43 -2.04  -0.65
C 4.17 -0.26 -0.21  -0.35
C 3.85 0.59 0.83  0.21
C 4.74 1.24 1.82  -0.64
N 0.74 2.52 0.83  -0.31
N 0.02 1.99 -0.19  -0.29
C -0.59 2.99 -0.83  0.20
C -1.42 2.79 -2.06  -0.65
C -0.28 4.19 -0.19  -0.35
C 0.56 3.85 0.85  0.21
C 1.21 4.74 1.86  -0.64
H -1.93 -2.02 4.32  0.21
H -2.51 -1.34 2.79  0.21
H -1.25 -2.58 2.78  0.23
H -0.20 -0.34 5.61  0.22
H 1.68 1.56 5.96  0.22
H 2.87 1.55 4.66  0.22
H 1.62 2.79 4.70  0.22
H 2.37 2.39 2.36  -0.04
H 1.71 -1.47 -2.32  0.25
H 3.33 -1.02 -2.87  0.22
H 3.10 -2.45 -1.86  0.23
H 5.15 -0.60 -0.49  0.22
H 5.77 0.95 1.63  0.23
H 4.68 2.33 1.76  0.23
H 4.49 0.95 2.84  0.23
H -1.42 1.75 -2.37  0.24
H -2.45 3.10 -1.88  0.22
H -1.02 3.40 -2.87  0.22
H -0.62 5.18 -0.46  0.22
H 0.91 5.77 1.68  0.22
H 0.91 4.47 2.87  0.23
H 2.29 4.68 1.81  0.23
C -4.19 -0.56 -0.24  -0.70
C -2.75 -0.94 -0.38  0.62
O -2.00 0.00 -0.73  -0.62
C -2.32 -2.30 -0.18  -0.33
C -3.29 -3.26 0.19  -0.12
C -2.99 -4.58 0.37  -0.29
C -1.65 -4.99 0.18  -0.16
C -0.68 -4.10 -0.18  -0.24
C -0.97 -2.72 -0.37  0.43
O 0.03 -1.98 -0.71  -0.70
H -4.27 0.53 -0.29  0.24
H -4.59 -0.90 0.72  0.23
H -4.80 -1.00 -1.03  0.24
H -4.32 -2.95 0.32  0.21
H -3.75 -5.29 0.65  0.22
H -1.39 -6.03 0.34  0.21
H 0.35 -4.41 -0.31  0.22

=====

Record-wise energy relative to the best compared isomer or geometry (same formula, charge and spin) values, in kJ/mol: 94.8 340.7 5.6
Record-wise F_max values, in eV Å⁻¹: 0.50 3.90 0.43